Entry 1:
Formula: C6H13N2OP
Source: OMol25
Level of theory: ωB97M-V/def2-TZVPD

XYZ file:
```
23
Properties=species:S:1:pos:R:3:nbo_charge:R:1
C -2.10 1.50 -0.01 -0.5106
C -0.59 1.77 -0.12 -0.3072
C -2.11 -0.02 -0.08 0.2978
C -3.32 -0.84 0.08 -0.6683
C 2.54 -0.81 1.52 -0.2522
C 2.52 -0.93 -1.51 -1.0173
N 0.04 0.46 -0.13 -0.1686
N -0.88 -0.48 -0.17 -0.2788
O 3.04 0.32 0.84 -0.8153
P 2.78 0.72 -0.69 0.8628
H -2.52 1.86 0.93 0.2286
H -2.67 1.95 -0.83 0.2302
H -0.32 2.31 -1.04 0.2250
H -0.18 2.34 0.73 0.2229
H -3.06 -1.90 0.08 0.2406
H -4.03 -0.65 -0.72 0.2316
H -3.81 -0.60 1.02 0.2299
H 2.77 -0.66 2.57 0.1871
H 3.01 -1.74 1.17 0.1729
H 1.46 -0.87 1.37 0.1964
H 3.38 -1.58 -1.34 0.2232
H 2.40 -0.77 -2.57 0.2326
H 1.62 -1.39 -1.11 0.2367
```

Calculated values
Strongest force on any atom, eV/Å: 1.37
Charge: 0
Relative energy (zero: lowest compared OMol25 entry of this formula, charge and spin), kcal per mole: 76.11
Total energy, eV: -20746.031

=====

Entry 2:
Formula: C6H13N2OS
Source: OMol25
Level of theory: ωB97M-V/def2-TZVPD

XYZ file:
```
23
Properties=species:S:1:pos:R:3:nbo_charge:R:1
C 1.80 -1.46 2.73 -0.2863
C 1.44 -1.71 1.48 -0.3022
C 1.07 1.40 -0.29 -0.0542
C -0.39 1.52 0.21 -0.5944
C -0.90 -1.17 0.44 -0.0725
C 0.72 -0.76 0.65 0.2532
N -1.91 -1.12 -0.55 -0.8053
N -0.79 1.15 -2.70 -1.0903
O 1.30 0.00 -0.29 -0.4825
S -0.48 0.31 1.53 0.5933
H 2.43 -2.25 3.22 0.2332
H 1.41 -0.72 3.43 0.2157
H 1.99 -2.49 0.93 0.2551
H 1.12 1.65 -1.27 0.2274
H 1.70 2.06 0.29 0.2001
H -0.57 2.42 0.69 0.2504
H -1.08 1.30 -0.73 0.2806
H -1.17 -1.91 1.14 0.2250
H -1.56 -0.50 -1.35 0.4042
H -2.86 -1.25 -0.28 0.4233
H -0.37 0.87 -3.59 0.3934
H -1.24 2.05 -2.91 0.3816
H -1.66 0.57 -2.77 0.3511
```

Calculated values
Strongest force on any atom, eV/Å: 5.53
Charge: +1
Relative energy (zero: lowest compared OMol25 entry of this formula, charge and spin), kcal per mole: 86.84
Total energy, eV: -22285.687

=====

Entry 3:
Formula: C6H13N2OS
Source: OMol25
Level of theory: ωB97M-V/def2-TZVPD

XYZ file:
```
23
Properties=species:S:1:pos:R:3:lowdin_spin:R:1
C -1.44 1.34 -0.46 0.0035
C 2.29 -0.03 -0.63 0.0089
C -1.92 0.23 -0.20 0.0002
C 1.82 0.77 1.65 0.5783
C -4.00 -1.20 -0.55 -0.0002
C -2.50 -1.12 -0.08 -0.0004
N 1.40 0.63 0.40 0.5438
N 2.91 1.04 -1.24 0.3289
O 1.12 1.56 2.40 0.2559
S 3.37 -1.38 0.25 0.1986
H -0.97 2.29 -0.44 0.0005
H 2.65 -2.41 -0.04 0.0076
H 1.75 -0.56 -1.42 0.0106
H -4.55 -0.53 0.08 0.0000
H -4.36 -2.21 -0.54 0.0000
H -4.03 -0.96 -1.57 0.0000
H -1.92 -1.64 -0.84 -0.0001
H -2.34 -1.68 0.91 0.0000
H 0.33 0.80 0.03 0.0080
H 3.31 1.77 -0.67 0.0063
H 2.86 1.19 -2.23 0.0054
H 1.52 1.82 3.23 0.0022
H 2.70 0.28 1.97 0.0420
```

Calculated values
Strongest force on any atom, eV/Å: 8.58
Charge: +1
Relative energy (zero: lowest compared OMol25 entry of this formula, charge and spin), kcal per mole: 56.41
Total energy, eV: -22281.709
2S+1: 3

=====

Entry 4:
Formula: C6H13N2S
Source: OMol25
Level of theory: ωB97M-V/def2-TZVPD

XYZ file:
```
22
Properties=species:S:1:pos:R:3:nbo_charge:R:1
C -1.68 -1.72 0.20 -0.6198
C -0.87 -1.63 -1.13 -0.4191
C 0.66 -1.28 -0.94 -0.2595
N 1.01 -0.84 0.42 -0.3963
N 0.74 0.50 0.66 -0.1277
C 1.49 1.08 1.58 0.0212
S 0.98 2.80 1.85 0.3317
C 0.32 2.81 0.12 -0.4933
C -0.30 1.37 0.09 -0.2602
H -2.58 -2.33 0.00 0.2392
H -1.99 -0.72 0.57 0.1875
H -1.13 -2.22 1.02 0.2240
H -1.31 -0.86 -1.80 0.2045
H -0.96 -2.61 -1.64 0.2355
H 0.98 -0.59 -1.75 0.1977
H 1.22 -2.22 -1.11 0.2407
H 1.96 -1.07 0.67 0.3952
H 2.31 0.60 2.13 0.2653
H -0.39 3.63 -0.05 0.2779
H 1.25 2.82 -0.48 0.2406
H -1.30 1.31 0.58 0.2618
H -0.40 1.18 -0.99 0.2530
```

Calculated values
Strongest force on any atom, eV/Å: 3.50
Charge: +1
Relative energy (zero: lowest compared OMol25 entry of this formula, charge and spin), kcal per mole: 63.37
Total energy, eV: -20239.732

=====

Entry 5:
Formula: C6H13N2S
Source: OMol25
Level of theory: ωB97M-V/def2-TZVPD

XYZ file:
```
22
Properties=species:S:1:pos:R:3:nbo_charge:R:1
C -1.18 1.01 1.98 -0.6078
C -1.66 -0.24 1.26 -0.4221
C -0.57 -1.27 0.95 -0.2434
N 0.79 -0.69 0.80 -0.3993
N 1.12 -0.25 -0.47 -0.1160
C 2.33 -0.20 -0.93 -0.0366
S 2.54 0.56 -2.45 0.4298
C 0.72 0.51 -2.68 -0.5311
C 0.15 0.53 -1.28 -0.2441
H -2.02 1.55 2.41 0.2351
H -0.66 1.70 1.32 0.1926
H -0.49 0.76 2.79 0.2189
H -2.21 0.02 0.35 0.1971
H -2.40 -0.75 1.89 0.2359
H -0.82 -1.88 0.08 0.1982
H -0.46 -1.96 1.79 0.2352
H 1.50 -1.35 1.10 0.3874
H 3.16 -0.59 -0.36 0.2607
H 0.40 1.35 -3.29 0.2730
H 0.49 -0.42 -3.20 0.2446
H 0.14 1.53 -0.85 0.2389
H -0.84 0.09 -1.22 0.2527
```

Calculated values
Strongest force on any atom, eV/Å: 0.27
Charge: +1
Relative energy (zero: lowest compared OMol25 entry of this formula, charge and spin), kcal per mole: 42.14
Total energy, eV: -20240.653